Below is a molecular structure, C28H45CoF3N2O6P2S, with properties calculated with wB97M-V/def2-TZVPD.

Kohn-Sham gap (alpha / beta)   7.127 / 7.046 eV
Spin multiplicity   2
Highest occupied orbital energy (alpha / beta)   -6.84 / -6.76 eV
DFT total energy   -4418.34470 hartree
Molecular weight   715.6 g/mol

Geometry as XYZ:
```
88
Properties=species:S:1:pos:R:3:forces:R:3:mulliken_spin:R:1
Co -0.5544 -0.1055 -0.1110 -0.9 0.3 -0.6 0.98
C -1.4604 -3.3219 -0.0687 0.0 -0.1 0.0 0.01
N -2.0608 -2.0111 -0.2455 0.2 0.0 0.0 -0.03
C -3.2186 -1.8712 0.6492 0.2 0.2 0.0 0.01
C -2.5303 -1.8593 -1.6229 -0.1 0.1 -0.1 0.04
C -2.8689 -0.4209 -1.8769 0.0 0.0 -0.3 0.00
C -3.9162 -0.0861 -2.7327 -0.1 0.0 0.0 0.00
C -4.2037 1.2448 -2.9932 0.0 0.0 0.0 0.00
C -3.4317 2.2282 -2.3849 0.1 -0.1 0.0 -0.01
C -2.3893 1.8727 -1.5322 -0.2 0.1 -0.1 0.04
C -2.0767 0.5389 -1.2509 0.6 0.2 0.3 -0.10
H -2.1108 -4.1226 -0.4453 -0.1 0.0 0.0 0.00
H -1.3043 -3.4968 0.9915 0.1 0.0 0.1 0.00
H -0.5028 -3.3781 -0.5931 -0.1 0.0 0.0 0.00
H -3.9761 -2.6350 0.4232 0.0 0.0 0.0 0.00
H -3.6613 -0.8847 0.5133 0.0 -0.1 0.0 0.00
H -2.9055 -1.9707 1.6838 0.1 0.0 0.1 0.00
H -3.4100 -2.4965 -1.7888 0.0 -0.1 -0.1 0.00
H -1.7472 -2.1984 -2.3098 0.1 0.0 0.1 0.00
H -4.5196 -0.8691 -3.1868 0.1 0.0 0.0 0.00
H -5.0205 1.5082 -3.6563 0.0 0.0 0.0 0.00
H -3.6401 3.2780 -2.5712 0.0 -0.1 0.0 0.00
H -1.8213 2.6763 -1.0802 0.0 0.0 0.1 0.00
C 5.1681 -2.2715 2.4821 -0.1 0.1 0.0 0.00
C 4.9728 -2.5380 1.0024 0.0 -0.3 0.0 0.00
C 5.0119 -4.0270 0.6829 -0.1 0.0 0.0 0.00
O 3.7762 -1.8511 0.5302 0.1 0.1 0.2 0.00
P 2.3175 -2.3434 0.2006 0.0 -0.3 -0.4 0.01
O 1.4958 -1.2224 -0.2867 0.1 -0.2 0.1 0.01
C 1.6233 -3.2177 1.6233 0.0 0.4 -0.1 0.00
P 0.6622 -2.0642 2.6517 0.0 0.1 0.2 0.01
O -0.2828 -1.2126 1.9110 0.3 -0.3 0.3 0.01
O 1.8125 -1.3480 3.4648 0.0 0.4 -0.2 0.00
C 1.8422 0.1103 3.7575 0.1 -0.1 0.2 0.00
C 2.9684 0.7534 2.9801 0.0 -0.2 0.0 0.00
C 2.0248 0.2403 5.2565 -0.1 -0.1 0.0 0.00
O -0.1603 -2.9501 3.6646 0.0 -0.1 0.1 0.00
C 0.1832 -3.9158 4.6906 0.2 -0.1 0.0 0.00
C 1.6675 -4.0080 5.0004 0.0 0.1 0.0 0.00
C -0.4012 -5.2456 4.2640 -0.1 0.0 -0.1 0.00
O 2.4577 -3.5303 -0.8542 -0.1 0.2 -0.3 0.00
C 2.6795 -3.1740 -2.2694 -0.1 -0.1 0.0 0.00
C 1.3450 -3.0604 -2.9807 0.0 -0.1 0.2 0.00
C 3.5545 -4.2577 -2.8610 0.0 -0.1 0.1 0.00
H 6.0069 -2.8691 2.8487 -0.1 0.1 0.0 0.00
H 4.2685 -2.5351 3.0420 0.0 0.0 0.0 0.00
H 5.3846 -1.2184 2.6626 -0.1 -0.1 0.0 0.00
H 5.7684 -2.0494 0.4494 0.1 0.1 -0.1 0.00
H 4.4124 -4.6097 1.3901 0.0 0.0 -0.1 0.00
H 6.0442 -4.3709 0.7627 0.0 0.0 0.1 0.00
H 4.6572 -4.2325 -0.3267 0.1 0.0 0.2 0.00
H 2.4076 -3.6956 2.2083 0.0 0.0 0.0 0.00
H 0.9477 -3.9734 1.2274 0.0 -0.1 0.0 0.00
H 0.8935 0.5470 3.4551 -0.1 -0.1 -0.2 0.00
H 3.9376 0.4826 3.4095 -0.1 0.0 -0.1 0.00
H 2.8482 1.8342 3.0206 0.0 0.1 0.0 0.00
H 2.9394 0.4584 1.9318 0.0 0.0 0.0 0.00
H 2.9913 -0.1700 5.5595 0.0 0.0 0.0 0.00
H 1.2314 -0.2865 5.7936 0.1 0.1 0.0 0.00
H 1.9886 1.2955 5.5344 0.0 -0.1 0.0 0.00
H -0.3401 -3.5639 5.5770 0.0 0.1 0.1 0.00
H 2.2127 -4.4806 4.1779 0.0 0.0 0.1 0.00
H 1.8061 -4.6267 5.8888 0.0 0.0 -0.1 0.00
H 2.0938 -3.0241 5.1971 0.0 -0.1 0.0 0.00
H 0.0374 -5.5614 3.3126 0.0 0.0 0.1 0.00
H -1.4812 -5.1607 4.1368 0.1 0.0 0.0 0.00
H -0.1945 -6.0081 5.0170 0.0 0.0 0.0 0.00
H 3.2002 -2.2160 -2.3074 0.0 0.1 0.1 0.00
H 0.7997 -4.0030 -2.8877 0.0 0.0 0.0 0.00
H 1.5064 -2.8557 -4.0404 0.0 0.0 0.0 0.00
H 0.7458 -2.2578 -2.5537 0.0 0.0 0.0 0.01
H 3.0302 -5.2171 -2.8274 0.1 0.1 0.0 0.00
H 4.4894 -4.3511 -2.3053 0.0 0.0 -0.2 0.00
H 3.7912 -4.0227 -3.9007 0.0 0.0 0.1 0.00
F 0.3550 4.8535 1.2795 0.1 0.0 -0.1 0.00
C 1.0713 4.8859 0.1613 0.1 -0.1 -0.1 0.00
F 2.3470 5.2295 0.5110 -0.3 0.1 0.0 0.00
F 0.5944 5.9166 -0.5916 0.2 -0.1 0.3 0.00
C 1.0827 3.6215 -0.6523 0.0 -0.2 0.0 0.00
C 1.6752 3.7424 -1.8976 0.0 0.0 0.0 0.00
C 1.7491 2.6542 -2.7491 0.1 0.0 -0.1 0.00
C 1.2244 1.4603 -2.2983 0.0 -0.3 0.1 0.00
N 0.6691 1.3153 -1.1045 -0.2 0.2 0.1 -0.02
C 0.5623 2.3665 -0.2458 0.1 0.1 -0.1 0.00
S -0.2757 1.9564 1.1952 0.1 0.0 0.1 0.04
H 2.0734 4.7036 -2.2021 0.0 0.0 0.0 0.00
H 2.1995 2.7313 -3.7295 0.0 0.0 0.0 0.00
H 1.2570 0.5661 -2.9167 -0.1 0.1 0.1 0.00
```
Forces are in eV/Å.



Below is 8 unconnected molecules or ions with the total composition C27H64B3F12N7O3, with properties calculated with wB97M-V/def2-TZVPD.

Kohn-Sham gap   8.526 eV
Spin multiplicity   1
Highest occupied orbital energy   -13.69 eV
DFT total energy   -2949.10139 hartree
Molecular weight   795.3 g/mol
Total charge   +2

Geometry as XYZ:
```
116
Properties=species:S:1:pos:R:3:forces:R:3:mulliken_charge:R:1
C 5.5504 0.2528 -1.1405 -1.1 0.2 1.0 -1.11
C 4.6644 -0.0879 0.1141 2.1 -0.2 -0.9 0.53
N 4.1000 -1.4049 -0.1257 -0.6 -2.7 -0.7 0.25
C 2.8903 -1.6225 -0.7999 -0.2 -1.9 0.9 -0.84
C 2.6031 -2.9991 -0.8194 3.6 1.8 0.6 -0.68
N 3.7999 -3.5756 -0.3111 -0.7 2.0 -0.3 0.18
C 4.7307 -2.6353 0.0946 -4.5 0.2 -1.4 -0.32
C 3.9647 -4.9927 -0.1773 1.2 -1.3 0.2 -0.86
H 6.6015 0.1473 -0.8718 -0.1 -0.2 -0.5 0.33
H 5.3343 1.2764 -1.4465 0.3 0.0 -0.1 0.33
H 5.1449 -0.4212 -1.8951 0.8 0.2 -0.4 0.33
H 3.9289 0.7096 0.2198 -0.3 -0.7 0.6 -0.64
H 5.3136 -0.2965 0.9645 -0.3 1.0 0.4 0.44
H 2.2922 -0.8051 -1.1747 0.2 0.1 0.3 0.78
H 1.8358 -3.6482 -1.2148 -0.1 0.2 0.0 0.59
H 5.6578 -2.9785 0.5295 0.1 0.8 0.1 0.51
H 3.2464 -5.6312 -0.6916 -0.6 0.7 0.2 0.27
H 4.0134 -5.2208 0.8874 -0.1 -0.3 -0.2 0.35
H 4.8998 -5.2829 -0.6563 0.3 0.1 0.3 0.38
C -2.6710 3.7603 1.2982 -0.6 1.6 0.2 -1.40
C -4.1085 3.3781 0.9710 0.7 -0.4 1.5 -0.55
N -4.2970 2.8587 -0.3423 -0.8 -1.5 -3.0 0.34
C -5.5076 2.3667 -0.8290 0.2 -0.6 -1.7 -0.71
C -5.3184 1.9458 -2.1551 0.3 1.1 2.1 -0.17
N -4.0076 2.2034 -2.4502 1.8 0.5 2.9 0.29
C -3.3710 2.7189 -1.3094 -2.2 -0.2 -0.8 -0.72
C -3.2817 1.9878 -3.6831 0.0 -0.6 -0.9 -0.92
H -2.3313 4.5378 0.6139 0.3 -0.3 -0.4 0.48
H -1.9128 2.9902 1.4400 -0.3 -0.1 -0.2 0.27
H -2.7996 4.3630 2.1972 0.3 -0.3 0.4 0.54
H -4.7903 4.2130 1.1328 0.1 0.0 -0.1 0.50
H -4.3943 2.5850 1.6619 -0.3 0.0 0.1 0.42
H -6.4245 2.3045 -0.2616 0.2 0.2 0.1 0.47
H -5.9986 1.5417 -2.8903 0.0 0.0 0.2 0.53
H -2.3539 3.0298 -1.1222 0.2 -0.3 -0.7 0.57
H -2.3391 1.4662 -3.5169 0.4 0.8 0.4 0.21
H -3.2315 2.9450 -4.2021 0.5 -0.3 -0.2 0.34
H -3.7561 1.2358 -4.3136 -0.8 0.4 0.1 0.49
C 0.4696 3.9292 3.1374 1.5 -0.8 0.5 -0.91
N 2.0204 3.9320 3.3375 -0.5 2.4 0.8 0.09
C 2.3382 5.4574 3.4614 0.4 -1.3 0.3 -1.00
C 2.3562 3.2570 4.7053 -1.1 0.2 -1.6 -0.83
C 2.9227 3.2204 2.2388 -0.8 1.0 0.7 -0.04
C 3.0761 4.0222 0.9164 -0.4 -2.2 -0.3 -0.78
O 1.8298 4.2839 0.3432 -1.4 1.8 0.7 -0.58
H 0.0627 4.4289 4.0166 0.1 0.0 -0.1 0.47
H 0.1572 2.8859 3.1808 -0.1 0.0 -0.3 0.15
H 0.1468 4.4355 2.2277 0.5 -0.2 0.0 0.45
H 3.3556 5.4853 3.8516 0.3 0.4 -0.9 0.41
H 1.7729 5.9702 4.2396 -0.5 -0.7 0.1 0.40
H 2.0765 5.9421 2.5208 0.7 -0.1 0.0 0.38
H 1.7838 2.3386 4.5749 0.7 -0.4 0.6 0.38
H 1.9389 3.8201 5.5401 0.0 0.2 -0.3 0.30
H 3.4379 3.1513 4.7881 -0.1 -0.3 0.0 0.41
H 2.3962 2.2714 2.1376 0.1 0.0 -0.5 0.24
H 3.8622 3.0059 2.7481 0.2 0.2 -0.1 0.15
H 3.4209 3.3313 0.1471 1.5 -0.4 0.6 0.43
H 3.7505 4.8783 0.9391 -0.4 0.1 0.3 0.44
H 1.5279 3.5050 -0.1298 0.2 0.1 -0.3 0.30
C -0.2978 -2.9728 -5.3798 -1.8 0.3 1.5 -0.79
N -1.4579 -2.4634 -4.4750 0.3 0.8 1.8 0.10
C -0.8447 -1.6542 -3.2493 0.2 -1.5 -0.7 -0.74
C -2.2179 -1.3566 -5.2313 -0.7 -1.2 1.0 -0.69
C -2.2765 -3.7696 -4.0287 0.9 -0.1 -0.1 -0.63
C -3.2863 -3.7166 -2.9132 -2.3 1.3 -0.1 -0.22
O -4.2099 -2.6616 -3.2510 0.2 1.5 -0.3 -0.55
H 0.1232 -2.0161 -5.6891 0.7 -0.7 -0.4 0.39
H -0.7708 -3.6015 -6.1342 0.2 0.5 -0.4 0.39
H 0.2735 -3.6553 -4.7507 0.5 0.5 0.0 0.28
H -0.1890 -2.3001 -2.6654 -0.2 -0.3 -0.2 -0.05
H -1.6185 -1.2755 -2.5816 -0.2 -0.1 -0.5 0.21
H -0.2171 -0.8515 -3.6364 -0.3 0.0 -0.2 0.64
H -1.5529 -0.5443 -5.5250 0.3 -0.6 -0.5 0.44
H -2.8999 -0.8800 -4.5272 -0.2 -0.5 0.0 0.08
H -2.8002 -1.8564 -6.0054 0.2 0.4 -0.3 0.40
H -1.5628 -4.5236 -3.6966 0.7 0.4 -0.1 0.42
H -2.6661 -4.1873 -4.9571 -0.4 0.5 0.0 0.51
H -2.9615 -3.5951 -1.8799 0.9 0.0 -0.3 -0.06
H -4.0027 -4.5379 -2.8932 1.2 -1.1 -0.3 0.51
H -4.8830 -2.5406 -2.5773 0.0 -0.3 0.1 0.33
C -0.5388 -0.7383 1.8161 -1.5 0.7 -0.5 -1.39
N -1.9965 -1.1011 1.5441 -2.2 -0.3 0.1 1.01
C -2.6558 -0.0575 0.5972 1.2 -0.2 1.7 -0.48
C -2.1329 -2.4174 0.9085 1.2 -1.7 -0.6 -0.77
C -2.8609 -1.1414 2.8637 0.9 -0.5 -1.2 -0.27
C -2.2342 -1.9119 4.0022 -0.2 1.1 1.8 -0.89
O -1.9659 -3.2484 3.8583 0.4 -1.4 -1.5 -0.49
H -0.0286 -0.7754 0.8536 0.1 0.1 0.3 0.14
H -0.0523 -1.3394 2.5842 -0.4 -0.2 -0.3 0.28
H -0.6801 0.2859 2.1611 0.8 0.1 0.0 0.69
H -2.0426 0.0291 -0.2998 0.1 0.2 0.2 -0.13
H -2.6137 0.8035 1.2643 0.0 0.6 -0.8 0.12
H -3.6986 -0.2556 0.3491 0.1 -0.6 0.3 0.45
H -1.4817 -3.0950 1.4606 -0.2 -0.2 -0.2 0.51
H -1.8009 -2.4202 -0.1297 0.4 0.4 0.2 -0.18
H -3.1138 -2.8887 0.8470 -0.3 0.7 0.7 0.30
H -3.8033 -1.6018 2.5670 0.0 0.1 -0.1 0.37
H -3.0316 -0.1050 3.1550 0.1 -0.1 0.2 0.32
H -2.9554 -1.8813 4.8189 -0.4 0.9 0.1 0.41
H -1.3425 -1.4238 4.3955 0.1 0.6 -0.2 0.42
H -1.3683 -3.4916 4.5691 0.0 -0.3 0.0 0.35
B 0.5809 1.5920 -0.8871 2.0 0.2 0.0 -1.04
F 1.3839 2.3605 -1.6650 1.4 1.6 -0.8 -0.20
F 1.3644 0.9800 0.0769 0.5 -0.5 1.3 0.02
F -0.3840 2.3478 -0.3397 -2.3 1.6 1.6 0.48
F 0.0498 0.6736 -1.6744 -2.1 -3.2 -2.0 0.26
B -0.2311 -5.3142 -1.4255 1.9 -1.5 -0.3 -0.28
F 0.7182 -5.8573 -0.5949 1.1 0.1 1.3 -0.33
F -0.7098 -4.1339 -0.9801 -1.4 2.4 1.3 0.35
F 0.4814 -4.9560 -2.5936 0.1 0.1 -1.6 -0.38
F -1.1835 -6.2489 -1.5765 -1.7 -0.6 -1.0 -0.33
B 5.6460 1.1058 4.1645 1.3 -0.4 1.5 0.54
F 4.3703 0.6306 3.9132 -1.5 0.1 -0.8 -0.34
F 6.5520 0.5633 3.2812 0.4 -0.8 -0.9 -0.38
F 5.7643 2.4947 4.0242 -0.9 0.9 0.0 -0.41
F 5.9341 0.7301 5.4917 0.1 0.2 -0.2 -0.36
```
Forces are in eV/Å.



Below is 2 unconnected molecules or ions with the total composition C9H17NSi, with properties calculated with wB97M-V/def2-TZVPD.

Kohn-Sham gap (alpha / beta)   7.553 / 7.010 eV
Spin multiplicity   1
Highest occupied orbital energy (alpha / beta)   -7.48 / -6.88 eV
DFT total energy   -697.14674 hartree
Molecular weight   167.3 g/mol

Geometry as XYZ:
```
28
Properties=species:S:1:pos:R:3:forces:R:3:nbo_charge:R:1
C -1.3306 -3.4770 0.1714 0.5 2.4 0.7 -0.14
C -0.6084 -2.4838 0.0722 -1.9 -3.2 0.1 -0.59
C 3.6015 -1.9678 1.9522 2.0 1.6 3.1 -0.51
C 2.6038 -1.1487 2.0114 -2.5 0.3 -1.9 -0.30
C -3.1414 -0.2508 -0.8083 0.1 2.2 0.3 -0.62
C 0.0364 2.6515 0.3908 1.2 -2.1 -1.3 -0.62
C 1.4155 -1.1742 -1.8840 -0.3 -1.6 0.3 -1.12
C -2.0213 0.2834 0.2351 -1.0 -4.4 -0.6 -0.21
C -0.3229 1.6512 -0.7781 4.5 -1.1 0.3 -0.18
N -0.6601 0.2750 -0.3481 -1.4 2.1 0.4 -0.90
Si 0.3942 -1.0702 -0.2528 2.6 1.1 -0.1 1.66
H -2.1871 -4.0358 0.5212 0.6 -0.3 -0.5 0.24
H 4.4406 -1.9017 2.7198 -1.2 -0.1 -0.3 0.17
H 3.9579 -2.5129 1.1848 0.3 -2.1 -2.8 0.19
H 2.3887 -0.4739 2.8079 -0.2 0.3 0.5 0.16
H -2.8935 -1.1919 -1.2049 0.6 -1.2 -0.4 0.21
H -4.1910 -0.3565 -0.4297 1.0 0.4 0.2 0.21
H -3.1952 0.4669 -1.6668 0.1 -0.5 0.6 0.20
H 0.8040 2.1902 1.0101 -0.1 -0.1 0.2 0.22
H 0.4398 3.5969 0.0951 0.0 0.6 -0.7 0.22
H -0.8207 2.8042 0.9592 -1.5 0.4 1.2 0.20
H 0.7412 -0.7958 -2.6671 0.3 -0.1 0.1 0.24
H 2.2824 -0.5373 -1.7999 0.3 0.2 -0.1 0.25
H 1.7724 -2.2424 -2.1738 -0.7 1.8 0.7 0.26
H -2.4361 1.1808 0.6288 0.6 1.0 0.5 0.20
H -1.9444 -0.5215 1.0218 -0.7 1.1 -0.3 0.20
H -1.0825 2.0498 -1.3496 -1.9 0.7 -1.3 0.19
H 0.5783 1.4980 -1.5014 -1.3 0.7 1.2 0.19
```
Forces are in eV/Å.